Record 1
Computed, not measured: a cluster of 2 separate species, C9H14O in total at a distorted geometry, with ωB97M-V/def2-TZVPD.

```
24
Properties=species:S:1:pos:R:3:forces:R:3:lowdin_charge:R:1
H -1.0317 1.0043 2.0859 0.3 0.3 4.2 0.05
H -0.8297 -1.5202 2.3010 -1.0 -0.3 -0.3 0.08
H -0.6746 0.4129 -2.6948 -0.4 -0.1 0.5 0.13
H -1.1670 2.2581 -2.9354 0.1 1.7 1.8 0.13
H -2.5230 -2.0897 1.4131 2.5 1.6 0.6 0.14
O -1.1380 2.7758 -2.0582 -0.4 -1.1 -1.8 0.01
C -1.2161 1.7775 -1.1197 2.0 0.1 -0.6 -0.34
C -1.2659 0.8575 1.1333 0.9 0.7 -7.8 0.03
C -1.0486 2.0506 0.2182 -2.0 -4.6 1.6 0.04
H 1.9213 -1.9064 0.5045 -0.3 0.8 0.6 0.06
H -0.9829 -2.5279 0.8610 0.8 -0.1 -0.4 0.05
H -0.8922 2.9792 0.6700 0.1 1.4 0.2 0.09
C -1.3810 -1.6510 1.3442 -2.4 -1.4 0.9 -0.09
H 2.6826 -0.5019 -1.2304 0.1 0.8 0.8 0.08
H 1.7832 -0.6760 1.8677 1.1 0.0 -2.2 0.10
C -0.9915 0.4733 -1.6384 -0.5 0.8 -0.9 -0.08
C 2.3324 -0.9102 0.8481 -2.5 -2.6 0.7 -0.19
H 1.2104 0.3000 -0.7686 0.9 0.0 1.2 0.04
C -1.3022 -0.4197 0.5166 0.3 0.4 1.2 -0.31
H 2.8223 0.8393 0.0241 0.1 1.3 -1.0 0.05
C 2.2181 0.0410 -0.3596 0.4 -1.3 0.0 -0.15
H 3.3218 -1.3077 1.0732 0.5 1.0 0.0 0.05
H -0.7846 -1.6370 -1.2013 -0.5 0.8 0.1 0.13
C -1.0630 -0.6217 -0.8547 0.0 -0.4 0.7 -0.09
```
Forces are in eV/Å.

Computed properties:
Kohn-Sham gap ... 9.23 eV
Total charge ... 0
Lowest unoccupied orbital energy ... 0.0313 Eh

=====

Record 2
Computed, not measured: a structure of composition C29H32N4O3RuSe at a distorted geometry, with ωB97M-V/def2-TZVPD.

```
70
Properties=species:S:1:pos:R:3:forces:R:3:lowdin_charge:R:1
H -2.9535 2.3138 -6.8399 0.0 0.0 0.0 0.12
H -4.7657 4.2614 -1.9004 0.0 0.0 0.0 0.13
Ru -0.0636 1.2819 0.0338 -0.2 0.0 0.5 1.20
H 5.9448 -0.0583 4.0636 0.0 0.0 0.0 0.12
C 0.1161 2.5857 -5.4121 0.1 0.0 -0.1 0.02
H -3.7076 2.4635 -4.4930 0.0 0.0 0.0 0.13
N 0.2906 0.4134 1.8250 -0.1 -0.2 -0.2 -0.13
C -0.8594 2.4773 -6.3768 0.2 0.0 0.1 -0.03
C -0.6147 0.1220 2.7464 -0.1 -0.2 0.4 0.01
N 0.3820 2.7864 -2.9054 -0.3 -0.3 0.2 -0.01
C 3.8138 0.4684 1.4811 -0.7 0.1 -0.1 -0.04
H 2.1122 2.0101 -2.0731 -0.1 0.0 -0.1 0.09
H 2.3882 4.3837 -1.5136 0.0 0.0 0.1 0.08
C -4.0263 0.5304 1.2741 0.2 0.1 -0.3 0.01
C -4.7829 0.1654 2.3634 0.2 0.0 0.1 0.00
H -2.3402 -0.4085 4.6317 0.0 0.0 0.0 0.13
C -0.3112 2.6644 -4.0869 -0.3 0.1 0.0 -0.14
C -2.6569 2.5077 -4.7432 -0.1 0.0 -0.1 0.02
H -2.0432 5.5345 -1.3931 0.1 0.1 -0.1 0.06
O 4.4134 0.8253 -0.8226 0.4 -0.1 0.0 0.15
C -2.2265 2.4227 -6.0472 -0.1 0.0 0.1 -0.03
C -3.1358 5.5546 -1.3665 -0.1 -0.1 0.1 -0.26
C -2.6284 0.5789 1.3545 -0.3 -0.2 0.9 -0.28
H 3.4522 0.9537 -0.8747 -0.2 0.0 0.1 0.07
C 4.2651 0.2326 2.7972 0.4 -0.2 0.3 0.00
C 1.8450 2.7470 -2.8281 0.4 0.3 0.1 -0.12
O -1.9454 0.9870 0.3141 0.6 0.0 -0.7 -0.24
C 2.5606 4.0717 -2.5435 -0.3 0.1 -0.2 -0.18
N -1.7676 2.7872 -2.4007 0.3 -0.1 0.1 0.00
C 2.4133 0.6180 1.2106 0.4 -0.1 0.1 -0.36
C 5.6011 0.0959 3.0507 -0.4 0.0 0.2 -0.02
N 1.5619 0.2412 2.1653 0.1 -0.1 0.6 0.13
C -3.6971 4.3417 -2.1102 0.3 0.0 0.0 -0.16
H 6.8302 0.4646 -0.1178 0.0 0.0 0.0 0.14
H -3.4418 6.4581 -1.8954 0.0 0.0 0.0 0.12
H -0.5681 2.4320 -7.4170 0.0 0.0 0.0 0.12
H 2.2648 4.8901 -4.5279 0.1 0.0 0.0 0.11
C -2.0029 0.1895 2.5912 0.0 0.3 -0.6 -0.12
H -2.8648 2.9661 -0.6500 0.0 -0.1 0.0 0.07
C -2.8243 -0.1548 3.6967 0.0 -0.1 0.1 0.00
C -3.6201 5.6351 0.0784 0.1 0.0 -0.1 -0.10
C 6.5358 0.1681 1.9934 -0.1 0.0 -0.3 0.01
H 0.8567 6.8901 -3.7496 0.0 0.0 0.0 0.08
H -3.3432 4.7452 0.6509 0.0 0.0 0.0 0.06
H -3.1939 6.5022 0.5817 0.0 0.0 0.0 0.08
H -4.7060 5.7311 0.1061 0.0 0.0 0.1 0.08
H 0.7706 6.1428 -2.1640 -0.1 0.0 0.1 0.07
H -5.8608 0.1407 2.2736 0.0 0.0 0.0 0.13
H -4.7978 -0.4347 4.4395 0.0 0.0 0.0 0.12
H -3.5891 4.4895 -3.1859 -0.1 0.0 0.0 0.11
H 1.1625 2.6195 -5.6813 0.0 0.0 0.0 0.12
C 4.7725 0.5733 0.4248 0.1 0.1 -0.1 -0.21
Se -0.1594 3.6522 -0.1552 0.1 -0.1 -0.4 0.86
H 0.0326 5.3506 -3.5715 0.0 0.0 0.0 0.06
H -0.2218 -0.2087 3.7043 0.1 0.0 0.0 0.15
H -3.6997 2.1772 -1.9911 0.1 -0.1 0.0 0.13
O 1.9837 1.0833 0.0653 -0.7 0.0 -0.2 -0.22
H 3.6255 3.8452 -2.6328 0.0 0.0 0.1 0.12
H 3.0177 5.9738 -3.3746 0.0 0.0 -0.1 0.11
H 2.1911 2.3720 -3.7888 -0.1 -0.1 0.0 0.13
C -4.1826 -0.1680 3.5926 -0.1 0.0 0.0 -0.04
H 7.5893 0.0403 2.2031 0.0 0.0 0.0 0.13
C 0.8895 5.9344 -3.2286 0.1 -0.1 0.0 -0.09
C 2.2256 5.2334 -3.4900 -0.1 0.0 0.1 -0.23
C -1.6741 2.6525 -3.7647 0.3 -0.1 -0.1 -0.14
C -3.0439 3.0055 -1.7194 -0.4 0.3 0.0 -0.14
H -4.4924 0.7821 0.3308 0.0 0.0 0.0 0.12
C 6.1297 0.3986 0.7032 0.1 0.0 -0.1 0.03
C -0.5100 2.8260 -1.8657 -0.1 1.0 -0.5 -0.61
H 3.5428 0.1873 3.5969 0.0 0.0 0.0 0.12
```
Forces are in eV/Å.

Computed properties:
Kohn-Sham gap (alpha / beta) ... 6.65 / 4.96 eV
<S²> ... 6.096
Total charge ... +2
2S+1 ... 5
Lowest unoccupied orbital energy (alpha / beta) ... -0.2466 / -0.3326 Eh

=====

Record 3
Computed, not measured: the molecule C3H2BrN at a distorted geometry, with ωB97M-V/def2-TZVPD.

```
7
Properties=species:S:1:pos:R:3:forces:R:3:lowdin_charge:R:1
C -0.1009 -0.5322 1.1494 -2.1 -1.1 0.9 -0.50
C 0.6610 0.7609 -1.6607 0.7 2.4 -3.8 0.12
H 0.7824 -1.1256 1.2811 0.6 0.0 0.2 0.07
Br -1.5050 -0.8740 2.5677 1.2 0.2 -0.1 0.51
H 1.0551 1.4843 -2.4243 -0.4 -1.3 1.2 0.06
N -0.5908 -0.0012 0.1731 -2.1 0.3 -0.9 -0.08
C -0.3018 0.2877 -1.0863 2.0 -0.5 2.5 -0.17
```
Forces are in eV/Å.

Computed properties:
Kohn-Sham gap ... 9.17 eV
Total charge ... 0
Lowest unoccupied orbital energy ... -0.0103 Eh